[1]
The following is a quantum chemistry calculation of a structure of composition C33H44BN3O3P2PdS, from the OMol25 dataset.

Last column: Mulliken charge in e.
Atoms and positions in Å:
C -7.711 0.216 1.185  2.120
H 1.795 -4.027 -0.029  0.367
H -7.792 -1.887 1.696  0.368
P 1.301 1.648 -0.513  1.068
H 5.748 -1.248 4.249  0.414
C -6.301 0.131 0.611  0.393
C 4.790 -0.503 -2.386  0.003
H -7.772 2.381 1.183  0.372
H 0.983 -0.474 -3.273  0.215
N 3.774 1.532 -1.574  -0.108
H 2.382 -2.642 -3.223  0.257
H -1.286 -3.364 -2.437  0.487
H 3.402 3.888 -0.427  0.328
C 2.768 0.778 -1.162  -0.021
H -7.187 -0.871 3.000  0.333
O -2.389 -0.109 -0.645  -0.308
C 1.834 2.963 0.754  2.441
H -0.363 -3.874 -1.021  0.295
H 1.587 -4.108 -2.633  0.322
C 2.780 -0.617 -1.307  -0.283
C 4.832 0.898 -2.133  0.089
H 1.775 3.234 -2.288  0.410
H 0.789 1.678 2.194  0.086
H -8.894 1.631 2.319  0.452
C 1.419 -3.119 -3.053  -1.730
H -6.892 -0.141 -1.433  0.471
H 0.995 4.657 -0.313  0.374
C 1.686 2.332 2.147  -1.497
H -5.343 0.365 2.542  0.512
C 0.854 4.130 0.628  -1.940
H -8.758 -0.859 -0.396  0.432
Pd 0.267 -0.127 0.768  0.548
H 4.108 -2.178 5.891  0.379
H -4.636 -0.324 -2.339  0.459
C 3.267 3.447 0.557  -1.981
C -3.942 0.145 0.955  0.340
O 2.588 -0.449 1.305  0.151
H -0.402 -0.324 -2.166  0.001
H 7.914 1.553 -3.369  0.402
N 2.928 -0.906 2.479  -0.179
H 6.004 2.681 -2.243  0.480
C 3.779 -1.827 4.927  -0.260
H 3.963 2.618 0.643  0.304
H 3.249 -3.313 -0.809  0.411
C 4.697 -1.304 4.015  -0.842
H -9.781 0.171 0.596  0.435
H -1.253 -2.346 -0.985  0.145
H 1.018 4.843 1.436  0.532
P 1.499 -1.687 -0.604  1.429
C 7.024 0.995 -3.113  -0.567
C 0.117 -0.990 -2.861  -1.448
S 0.342 -1.528 2.896  -0.429
C -5.213 0.230 1.481  -1.096
H 3.508 4.191 1.318  0.536
H -8.907 -0.878 2.623  0.450
H -8.733 0.899 -0.614  0.436
C 5.977 1.629 -2.481  -0.470
C 2.454 -1.894 4.574  -0.888
C 0.924 2.601 -2.044  -1.755
H 2.574 1.744 2.376  0.122
C 4.232 -0.859 2.807  -0.243
H 2.883 -2.986 0.898  0.255
H 0.924 -3.241 -4.016  0.504
H 1.587 3.096 2.915  0.600
C -7.909 -0.925 2.191  -1.606
C -7.895 1.566 1.892  -1.620
H 0.019 3.188 -1.926  0.438
H 0.772 1.886 -2.851  0.474
H 7.773 -0.835 -3.952  0.400
C -3.726 -0.050 -0.414  0.684
C 2.451 -3.160 -0.085  -1.743
C 5.851 -1.109 -3.071  -0.597
C -4.788 -0.161 -1.284  -2.062
H 4.867 -0.440 2.041  0.481
C -0.663 -3.013 -1.617  -1.585
B -1.766 0.044 0.598  -0.059
C 1.995 -1.420 3.335  0.471
C -6.064 -0.060 -0.748  0.034
H -0.176 3.773 0.687  0.367
O -2.733 0.208 1.581  -0.377
C -8.806 0.098 0.118  -2.187
H 1.717 -2.320 5.232  0.442
C 6.951 -0.362 -3.431  -0.599
H -7.174 1.698 2.692  0.321
H -0.556 -1.228 -3.683  0.695
N 3.748 -1.252 -1.945  -0.029
H 5.791 -2.164 -3.296  0.468
C 0.556 -2.259 -2.137  1.706

The charge is 0. The HOMO energy is -6.414 eV. Its total energy is -2907.5736 hartree. The value obtained for the max |F| is 1.904 eV/Å.

---

[2]
The following is a quantum chemistry calculation of a structure of composition C33H44CuN4P2, from the OMol25 dataset.

Last column: Mulliken charge in e.
Atoms and positions in Å:
C 5.951 -0.122 -5.880  -0.304
H 6.287 -2.771 -3.888  0.452
C 2.492 -1.490 -1.073  -0.670
H 5.361 2.447 -6.473  0.482
H -0.013 -3.652 -1.303  0.334
C 1.072 -3.594 -1.470  -0.624
C 5.676 -0.667 -3.693  -0.735
C 1.690 -0.024 -8.472  -0.129
H -2.633 1.618 3.862  0.400
H 2.638 2.367 -9.210  0.259
H 7.828 1.416 -5.182  0.326
C 7.854 4.490 -3.875  -0.609
C -0.447 -0.769 -8.322  -0.875
H 3.412 -0.112 -2.309  0.302
H 5.741 4.486 -3.113  0.364
H 3.604 1.662 -7.712  -0.026
H 0.314 5.995 -8.609  0.401
C 0.754 -0.856 -9.085  -0.747
H 2.964 -0.904 -0.278  0.361
Cu -0.212 2.714 -0.988  -0.351
H -2.121 -1.062 1.384  0.417
H 0.028 -0.783 -4.699  0.174
H -0.366 -1.341 1.655  -0.040
H 4.018 3.421 -5.821  0.596
H 0.812 0.135 -2.322  0.060
C 7.668 2.378 -4.717  -0.235
C -0.237 0.358 3.903  -1.515
C 1.374 -3.561 -2.972  -0.746
H 2.439 -3.357 -3.099  0.201
H 3.643 0.426 -6.476  0.945
C -1.234 0.351 2.745  1.930
H 6.706 -2.091 -6.517  0.458
C -0.569 3.601 -2.625  -0.263
H -1.569 -1.761 2.932  0.414
H 0.919 -1.437 -9.983  0.448
H -0.279 1.312 4.438  0.411
C 8.551 3.444 -4.582  -0.559
H 5.510 -0.462 -2.634  0.638
H 0.777 0.173 3.538  0.363
H 0.276 4.243 -2.856  0.211
H 1.170 -4.569 -3.363  0.431
C -0.223 0.111 -7.268  -0.631
C 6.569 4.016 -3.612  -0.361
P 4.798 1.909 -4.145  -0.248
H 8.255 5.456 -3.608  0.416
C 0.770 5.020 -8.474  -0.633
H 1.459 -4.543 -1.049  0.403
H 1.817 4.641 -10.427  0.422
H -0.300 -3.086 -4.316  0.356
C 0.536 -2.618 -3.788  -0.397
H 2.711 0.191 -8.768  0.363
C 6.132 -1.803 -4.352  -0.837
C -0.482 1.851 0.584  -1.008
H 9.570 3.477 -4.941  0.431
C 6.328 -1.454 -5.726  -0.845
C 0.641 -1.289 -3.940  -0.405
N 5.521 0.366 -4.634  0.798
H 1.244 -2.386 0.353  0.305
H -0.540 -0.450 4.575  0.346
N 6.442 2.716 -4.115  0.276
C -1.315 -1.055 2.133  -1.080
H -1.374 -1.282 -8.515  0.436
H -0.679 2.792 -3.342  -0.070
C 1.975 3.128 -8.825  -0.212
C -2.629 0.669 3.313  -1.553
H 3.197 -1.626 -3.154  0.219
H -0.863 0.480 -6.473  0.510
P 1.655 1.802 -6.227  0.170
N 1.111 0.533 -7.326  0.735
H -2.920 -0.128 4.009  0.339
C 2.706 -0.939 -2.452  -0.335
N 1.456 3.075 -7.529  0.420
C 1.606 -2.427 -0.681  -0.656
H -3.339 0.698 2.484  0.389
C 4.422 2.394 -5.886  -1.289
C -0.815 1.248 1.613  0.335
C 3.416 1.489 -6.639  -0.862
H -1.507 4.130 -2.439  0.395
C 1.561 4.309 -9.429  -0.619
C 1.434 -0.326 -3.117  0.978
H 1.727 0.509 -3.786  -0.360
C 0.725 4.245 -7.315  -0.426
H 5.965 0.508 -6.771  0.457
H 0.280 4.430 -6.343  0.382

The charge is 0. The HOMO energy (spin up / spin down) is -8.298 / -8.298 eV. Its total energy is -3825.8124 hartree. The value obtained for the max |F| is 4.049 eV/Å. The spin multiplicity is 2.

---

[3]
The following is a quantum chemistry calculation of a cluster of 11 separate species, C33H44O33 in total, from the OMol25 dataset.

Last column: Mulliken charge in e.
Atoms and positions in Å:
O -15.986 7.395 -27.914  -0.327
C -6.366 9.402 -25.564  0.736
O -1.459 7.859 -24.997  -0.263
H -0.181 5.320 -26.321  0.288
C -7.388 15.238 -24.235  -0.345
H -1.550 12.110 -27.903  0.238
C -1.625 14.901 -28.329  0.635
O -13.332 2.675 -22.287  -0.286
C -10.883 9.693 -21.766  0.665
H -8.121 8.908 -21.813  0.260
O -11.050 10.661 -33.514  -0.567
O 0.452 8.783 -24.041  -0.573
H -6.630 15.119 -23.460  0.249
C -8.351 8.718 -26.476  -0.254
H -0.614 12.697 -26.536  0.291
H -1.998 11.612 -21.470  0.270
H -3.177 2.500 -29.192  0.293
O -2.319 15.930 -28.464  -0.558
O 0.551 7.064 -25.516  -0.317
C -8.151 2.250 -26.862  -0.253
O -10.340 2.029 -27.592  -0.319
H -18.006 7.787 -27.913  0.280
C -17.053 8.055 -25.940  -0.279
H -0.258 6.910 -27.356  0.309
H -8.968 7.329 -21.289  0.248
H -4.390 1.386 -30.503  0.305
O -11.604 10.446 -22.414  -0.562
H -9.957 8.058 -19.582  0.270
O -6.844 15.166 -25.483  -0.317
C -0.104 7.964 -24.780  0.631
H 0.018 12.390 -29.234  0.243
O -8.950 1.485 -26.020  -0.357
H -7.520 1.498 -27.335  0.224
O -10.546 9.806 -20.510  -0.361
C -10.887 11.347 -30.197  -0.327
O -5.302 9.962 -25.523  -0.593
O -6.045 5.314 -30.112  -0.599
H -10.001 11.965 -30.049  0.245
O -15.658 7.905 -25.802  -0.328
H -2.340 6.743 -26.718  0.316
C -17.214 7.327 -27.323  -0.327
O -11.599 12.376 -32.021  -0.327
H 1.100 13.376 -28.367  0.261
C -3.401 3.127 -30.056  -0.301
O -2.718 13.315 -20.472  -0.359
H -14.222 4.149 -23.590  0.280
C -1.007 12.972 -27.515  -0.329
H -11.062 10.686 -29.348  0.293
O -4.002 4.294 -29.828  -0.253
C -9.263 2.906 -27.700  -0.172
H -2.074 5.987 -25.147  0.264
O -0.619 14.416 -29.239  -0.321
H -2.498 3.206 -30.661  0.282
O -7.417 9.732 -26.311  -0.311
O -10.717 10.533 -31.285  -0.279
H -4.124 2.467 -31.919  0.276
H -8.902 2.691 -28.705  0.270
C -12.058 2.583 -22.161  0.686
C -8.544 14.292 -24.123  -0.067
H -17.453 6.280 -27.134  0.274
H -1.890 11.539 -19.797  0.244
C -9.007 8.410 -21.421  -0.248
C -12.045 12.190 -30.686  -0.307
C -11.080 11.146 -32.387  0.674
C -10.093 1.182 -26.610  0.683
C -9.497 8.910 -20.085  -0.310
C -5.262 4.319 -30.183  0.669
H -8.675 9.318 -19.498  0.300
O -10.912 0.335 -26.232  -0.580
H -14.424 4.394 -21.898  0.245
O -10.042 8.718 -22.278  -0.269
H -9.264 8.882 -25.904  0.266
C -7.659 7.473 -25.753  -0.202
H -9.467 14.871 -24.086  0.215
O -13.856 8.129 -27.334  -0.496
H -13.056 11.785 -30.653  0.299
H -17.697 7.769 -25.108  0.309
H -4.278 11.209 -21.587  0.265
H -8.184 6.839 -25.039  0.242
H -3.943 10.643 -19.811  0.249
C -3.968 13.645 -20.164  0.709
C -1.683 6.723 -25.848  -0.364
C -7.534 14.346 -26.188  0.678
H -7.602 2.832 -26.122  0.222
O -6.601 8.204 -25.057  -0.371
H -12.176 5.357 -23.220  0.243
O -4.622 12.536 -20.111  -0.358
C -12.369 4.667 -22.398  -0.342
C -2.522 11.960 -20.580  -0.278
H -7.138 6.844 -26.474  0.194
O -11.557 1.501 -21.835  -0.614
O -1.737 14.147 -27.262  -0.259
C -4.429 2.410 -30.874  -0.365
H -7.660 16.293 -24.228  0.220
O -5.639 3.057 -30.572  -0.305
C 0.044 13.295 -28.626  -0.202
O -11.388 3.728 -22.337  -0.297
H -11.817 13.123 -30.171  0.296
O -4.491 14.695 -20.102  -0.529
C -14.942 7.691 -26.982  0.653
H -12.262 5.344 -21.551  0.240
C -13.752 3.943 -22.628  -0.153
O -7.494 14.182 -27.396  -0.551
O -8.506 13.775 -25.338  -0.330
H -9.354 3.939 -27.362  0.283
H -8.391 13.595 -23.299  0.249
H -17.222 9.120 -26.094  0.240
C -3.913 11.415 -20.581  -0.213
H -8.512 8.656 -27.553  0.296
C -0.318 6.399 -26.396  -0.293

The charge is 0. The HOMO energy is -10.596 eV. Its total energy is -3766.5832 hartree. The value obtained for the max |F| is 6.977 eV/Å.